1.
Formula: CH4FN3
Source: OMol25
Level of theory: ωB97M-V/def2-TZVPD

The value obtained for the relative energy (zero: lowest compared OMol25 entry of this formula, charge and spin) is 45.8 kcal/mol. The value obtained for the molar mass is 77.06 g mol⁻¹. The HOMO-LUMO gap is 9.779 eV.

The geometry in ORCA input format:
```
! wB97M-V def2-TZVPD RIJCOSX def2/J DEFGRID3
* xyz 0 1
C 0.00 0.47 0.16
N 0.19 1.65 -0.01
N -1.03 -0.27 0.32
N 1.56 -0.73 0.09
F 2.67 0.11 0.17
H 1.04 1.96 -0.34
H -2.01 0.07 0.19
H -0.96 -1.19 0.44
H 1.43 -0.82 -0.86
*
```

***

2.
Formula: CH4FN3O
Source: OMol25
Level of theory: ωB97M-V/def2-TZVPD

The value obtained for the relative energy (zero: lowest compared OMol25 entry of this formula, charge and spin) is 6.9 kcal/mol. As for the structure (SMILES): [H]/N=N/[H].N=C=O.F. The value obtained for the molar mass is 93.06 g mol⁻¹. The HOMO-LUMO gap is 10.408 eV.

The geometry in ORCA input format:
```
! wB97M-V def2-TZVPD RIJCOSX def2/J DEFGRID3
* xyz 0 1
H -0.26 -1.57 -1.68
N 0.19 -1.23 -0.81
N -0.61 -0.66 -0.07
H 0.02 -0.31 0.79
N 2.57 3.16 0.20
C 2.17 2.16 -0.29
O 1.63 1.26 -0.78
H 3.15 3.39 0.97
F -3.35 -1.01 -0.02
H -2.46 -0.61 0.07
*
```

***

3.
Formula: CH4FNO2
Source: OMol25
Level of theory: ωB97M-V/def2-TZVPD

The value obtained for the relative energy (zero: lowest compared OMol25 entry of this formula, charge and spin) is 121.3 kcal/mol. The value obtained for the molar mass is 81.05 g mol⁻¹. The HOMO-LUMO gap (spin up / spin down) is 9.775 / 9.779 eV.

The geometry in ORCA input format:
```
! wB97M-V def2-TZVPD RIJCOSX def2/J DEFGRID3
* xyz 0 1
C 0.00 -0.29 -0.46
N 1.36 -0.66 -0.49
O -0.73 -0.77 0.61
O -0.32 0.93 -0.81
F 2.45 0.38 0.67
H -0.15 -0.96 -1.46
H 1.56 -1.59 -0.11
H -0.70 -0.27 1.39
H -0.42 1.46 0.00
*
```

***

4.
Formula: CH4FNS
Source: OMol25
Level of theory: ωB97M-V/def2-TZVPD

The value obtained for the relative energy (zero: lowest compared OMol25 entry of this formula, charge and spin) is 29.4 kcal/mol. As for the structure (SMILES): CNSF. The value obtained for the molar mass is 81.11 g mol⁻¹. The HOMO-LUMO gap is 9.830 eV.

The geometry in ORCA input format:
```
! wB97M-V def2-TZVPD RIJCOSX def2/J DEFGRID3
* xyz 0 1
C 0.91 -0.06 -0.35
N -0.22 0.52 0.49
S -1.68 0.59 -0.18
F -2.30 -1.05 0.01
H 1.82 -0.12 0.30
H 0.73 -1.20 -0.41
H 0.85 0.38 -1.25
H -0.11 0.94 1.39
*
```

***

5.
Formula: CH4FNS2
Source: OMol25
Level of theory: ωB97M-V/def2-TZVPD

The value obtained for the relative energy (zero: lowest compared OMol25 entry of this formula, charge and spin) is 58.5 kcal/mol. The value obtained for the molar mass is 113.18 g mol⁻¹. The HOMO-LUMO gap is 7.865 eV.

The geometry in ORCA input format:
```
! wB97M-V def2-TZVPD RIJCOSX def2/J DEFGRID3
* xyz 0 1
C -0.85 0.69 0.08
N 0.10 -0.35 0.55
F 2.14 0.75 -1.10
S -0.22 -2.04 0.54
S 1.48 0.30 1.09
H -1.70 0.79 0.65
H -0.09 1.55 0.07
H -1.07 0.60 -1.05
H 0.20 -2.28 -0.83
*
```

***

6.
Formula: CH4FOP
Source: OMol25
Level of theory: ωB97M-V/def2-TZVPD

The value obtained for the relative energy (zero: lowest compared OMol25 entry of this formula, charge and spin) is 88.5 kcal/mol. The value obtained for the molar mass is 82.01 g mol⁻¹. The HOMO-LUMO gap (spin up / spin down) is 7.789 / 7.806 eV.

The geometry in ORCA input format:
```
! wB97M-V def2-TZVPD RIJCOSX def2/J DEFGRID3
* xyz 0 1
C -0.17 -1.08 -0.07
O -0.73 -0.97 1.17
F 0.79 2.36 0.72
P 1.17 1.15 -0.49
H 0.75 -1.68 -0.07
H -0.48 -0.75 -1.07
H -1.48 -0.43 1.17
H 0.14 1.39 -1.37
*
```

***

7.
Formula: CH4FYb
Source: OMol25
Level of theory: ωB97M-V/def2-TZVPD

The value obtained for the molar mass is 208.08 g mol⁻¹. The HOMO-LUMO gap is 7.547 eV.

The geometry in ORCA input format:
```
! wB97M-V def2-TZVPD RIJCOSX def2/J DEFGRID3
* xyz 1 1
F 0.45 0.36 0.01
Yb 1.87 -0.99 1.19
H 2.77 0.09 -0.14
C -1.03 0.15 -0.20
H -1.38 -0.89 -0.20
H -1.15 0.52 -1.22
H -1.53 0.76 0.56
*
```

***

8.
Formula: CH4GdO
Source: OMol25
Level of theory: ωB97M-V/def2-TZVPD

The value obtained for the relative energy (zero: lowest compared OMol25 entry of this formula, charge and spin) is 46.9 kcal/mol. The value obtained for the molar mass is 189.29 g mol⁻¹. The HOMO-LUMO gap (spin up / spin down) is 7.041 / 9.236 eV.

The geometry in ORCA input format:
```
! wB97M-V def2-TZVPD RIJCOSX def2/J DEFGRID3
* xyz 1 8
O 2.35 0.26 0.31
Gd 0.98 1.79 0.03
H 0.89 -0.66 0.16
C -0.45 -0.85 -0.07
H -0.65 -1.22 0.94
H -1.37 -0.36 -0.43
H -0.29 -1.61 -0.87
*
```

***

9.
Formula: CH4I2NOP
Source: OMol25
Level of theory: ωB97M-V/def2-TZVPD

The value obtained for the relative energy (zero: lowest compared OMol25 entry of this formula, charge and spin) is 21.4 kcal/mol. The value obtained for the molar mass is 330.83 g mol⁻¹. The HOMO-LUMO gap is 8.831 eV.

The geometry in ORCA input format:
```
! wB97M-V def2-TZVPD RIJCOSX def2/J DEFGRID3
* xyz 0 1
C -0.43 -1.03 1.65
N 0.06 0.30 -1.85
O -0.13 -0.35 0.44
P -0.38 -0.96 -1.04
I 0.05 0.34 -3.87
I 1.49 3.27 -0.29
H 0.30 -0.68 2.39
H -0.36 -2.11 1.54
H -1.43 -0.76 1.97
H 0.83 1.98 -0.94
*
```

***

10.
Formula: CH4INO
Source: OMol25
Level of theory: ωB97M-V/def2-TZVPD

The value obtained for the relative energy (zero: lowest compared OMol25 entry of this formula, charge and spin) is 32.2 kcal/mol. The value obtained for the molar mass is 172.95 g mol⁻¹. The HOMO-LUMO gap (spin up / spin down) is 8.203 / 8.198 eV.

The geometry in ORCA input format:
```
! wB97M-V def2-TZVPD RIJCOSX def2/J DEFGRID3
* xyz 0 1
C -0.34 0.27 -0.25
N 1.61 -0.94 -0.61
O -0.48 0.23 1.07
I 2.72 -0.33 0.95
H -0.98 -0.41 -0.79
H 0.05 1.14 -0.74
H 1.26 -1.87 -0.40
H 0.18 0.78 1.52
*
```

***

11.
Formula: CH4INOS
Source: OMol25
Level of theory: ωB97M-V/def2-TZVPD

The value obtained for the relative energy (zero: lowest compared OMol25 entry of this formula, charge and spin) is 42.5 kcal/mol. As for the structure (SMILES): CNOSI. The value obtained for the molar mass is 205.02 g mol⁻¹. The HOMO-LUMO gap is 8.264 eV.

The geometry in ORCA input format:
```
! wB97M-V def2-TZVPD RIJCOSX def2/J DEFGRID3
* xyz 0 1
C 0.04 -0.68 -0.92
N 0.32 0.66 -0.40
O 0.72 0.58 0.92
S -0.39 1.49 2.02
I -1.93 -0.24 2.68
H -0.62 -1.15 -0.24
H -0.38 -0.51 -1.89
H 1.08 -1.11 -1.07
H 1.16 0.95 -1.09
*
```

***

12.
Formula: CH4INS
Source: OMol25
Level of theory: ωB97M-V/def2-TZVPD

The value obtained for the relative energy (zero: lowest compared OMol25 entry of this formula, charge and spin) is 43.8 kcal/mol. The value obtained for the molar mass is 189.02 g mol⁻¹. The HOMO-LUMO gap is 8.901 eV.

The geometry in ORCA input format:
```
! wB97M-V def2-TZVPD RIJCOSX def2/J DEFGRID3
* xyz 0 1
C -0.58 0.77 0.55
N 1.04 0.22 -0.44
S 1.49 -1.29 0.06
I -2.28 -0.11 -0.29
H -0.53 1.84 0.40
H -0.34 0.43 1.54
H 0.70 0.23 -1.40
H 0.50 -2.08 -0.43
*
```

***

13.
Formula: CH4INS
Source: OMol25
Level of theory: ωB97M-V/def2-TZVPD

The value obtained for the relative energy (zero: lowest compared OMol25 entry of this formula, charge and spin) is 75.4 kcal/mol. The value obtained for the molar mass is 189.02 g mol⁻¹. The HOMO-LUMO gap (spin up / spin down) is 7.791 / 7.789 eV.

The geometry in ORCA input format:
```
! wB97M-V def2-TZVPD RIJCOSX def2/J DEFGRID3
* xyz 0 1
C -0.87 0.94 -0.27
N 0.69 -0.37 0.46
S 0.50 -1.89 -0.13
I 2.37 0.66 -0.19
H -1.67 0.52 0.33
H -0.49 1.89 0.02
H -0.88 0.68 -1.31
H 0.35 -2.43 1.09
*
```

***

14.
Formula: CH4IO2PS
Source: OMol25
Level of theory: ωB97M-V/def2-TZVPD

The value obtained for the relative energy (zero: lowest compared OMol25 entry of this formula, charge and spin) is 33.3 kcal/mol. As for the structure (SMILES): CO[PH]1(I)OS1. The value obtained for the molar mass is 237.99 g mol⁻¹. The HOMO-LUMO gap is 6.739 eV.

The geometry in ORCA input format:
```
! wB97M-V def2-TZVPD RIJCOSX def2/J DEFGRID3
* xyz 0 1
C 0.37 0.31 -0.51
O -1.06 -0.05 -0.43
P -1.58 -1.30 0.31
I -4.05 0.33 -0.01
O -0.12 -2.03 0.52
S -1.08 -3.27 -0.33
H 0.81 -0.29 0.35
H 0.48 1.36 -0.30
H 0.86 0.20 -1.41
H -1.66 -1.19 1.71
*
```

***

15.
Formula: CH4IO2PS
Source: OMol25
Level of theory: ωB97M-V/def2-TZVPD

The value obtained for the relative energy (zero: lowest compared OMol25 entry of this formula, charge and spin) is 9.9 kcal/mol. As for the structure (SMILES): COp1os1.I. The value obtained for the molar mass is 237.99 g mol⁻¹. The HOMO-LUMO gap is 9.327 eV.

The geometry in ORCA input format:
```
! wB97M-V def2-TZVPD RIJCOSX def2/J DEFGRID3
* xyz 0 1
C 0.49 0.07 -0.08
O -0.63 -0.82 0.02
P -0.69 -2.49 0.11
O 0.62 -2.71 1.01
S 1.10 -3.17 -0.66
H 0.86 -0.06 -1.00
H 1.31 -0.21 0.77
H -0.01 1.14 0.17
I -4.11 0.51 0.11
H -2.60 0.70 0.64
*
```

***

16.
Formula: CH4IP
Source: OMol25
Level of theory: ωB97M-V/def2-TZVPD

The value obtained for the relative energy (zero: lowest compared OMol25 entry of this formula, charge and spin) is 32.3 kcal/mol. The value obtained for the molar mass is 173.92 g mol⁻¹. The HOMO-LUMO gap is 9.742 eV.

The geometry in ORCA input format:
```
! wB97M-V def2-TZVPD RIJCOSX def2/J DEFGRID3
* xyz 0 1
C -0.21 -0.39 -0.35
P 0.74 1.05 -0.17
I -2.30 -0.19 0.02
H -0.16 -0.91 -1.36
H 0.08 -1.32 0.22
H 0.06 1.38 1.09
H 1.80 0.39 0.54
*
```

***

17.
Formula: CH4N
Source: OMol25
Level of theory: ωB97M-V/def2-TZVPD

The value obtained for the relative energy (zero: lowest compared OMol25 entry of this formula, charge and spin) is 4.0 kcal/mol. As for the structure (SMILES): C=[NH2+]. The value obtained for the molar mass is 30.05 g mol⁻¹. The HOMO-LUMO gap is 14.173 eV.

The geometry in ORCA input format:
```
! wB97M-V def2-TZVPD RIJCOSX def2/J DEFGRID3
* xyz 1 1
C 0.58 0.08 -0.17
N -0.62 -0.08 0.21
H 1.10 1.04 -0.16
H 1.26 -0.76 -0.28
H -1.06 -0.98 0.05
H -1.26 0.70 0.35
*
```

***

18.
Formula: CH4N2
Source: OMol25
Level of theory: ωB97M-V/def2-TZVPD

The value obtained for the relative energy (zero: lowest compared OMol25 entry of this formula, charge and spin) is 52.5 kcal/mol. As for the structure (SMILES): [H]/N=C\N. The value obtained for the molar mass is 44.06 g mol⁻¹. The HOMO-LUMO gap is 9.691 eV.

The geometry in ORCA input format:
```
! wB97M-V def2-TZVPD RIJCOSX def2/J DEFGRID3
* xyz 0 1
H -1.27 -1.26 0.18
N -0.88 -0.68 -0.55
C -0.26 0.35 -0.15
N 0.98 0.39 0.46
H -0.57 1.39 -0.38
H 1.02 1.03 1.25
H 1.30 -0.56 0.64
*
```

***

19.
Formula: CH4N2
Source: OMol25
Level of theory: ωB97M-V/def2-TZVPD

The value obtained for the relative energy (zero: lowest compared OMol25 entry of this formula, charge and spin) is 57.8 kcal/mol. As for the structure (SMILES): [H]/N=C/N. The value obtained for the molar mass is 44.06 g mol⁻¹. The HOMO-LUMO gap is 9.274 eV.

The geometry in ORCA input format:
```
! wB97M-V def2-TZVPD RIJCOSX def2/J DEFGRID3
* xyz 0 1
H 1.39 1.55 -0.29
N 1.15 0.60 -0.72
C 0.02 0.20 -0.18
N -0.52 -0.93 0.37
H -0.74 1.02 -0.24
H 0.27 -1.54 0.67
H -1.56 -0.91 0.39
*
```

***

20.
Formula: CH4N2O
Source: OMol25
Level of theory: ωB97M-V/def2-TZVPD

The value obtained for the relative energy (zero: lowest compared OMol25 entry of this formula, charge and spin) is 22.5 kcal/mol. As for the structure (SMILES): NC(N)=O. The value obtained for the molar mass is 60.06 g mol⁻¹. The HOMO-LUMO gap is 10.647 eV.

The geometry in ORCA input format:
```
! wB97M-V def2-TZVPD RIJCOSX def2/J DEFGRID3
* xyz 0 1
N 0.76 -0.76 0.47
C 0.21 0.17 -0.49
N -0.68 0.90 0.17
O 0.34 0.04 -1.75
H -0.03 -1.34 0.63
H 1.38 -1.32 0.04
H -0.40 1.17 1.09
H -1.59 1.14 -0.16
*
```